No. 1
14
Properties=species:S:1:pos:R:3 method="wB97M-V/def2-TZVPD" orbital_gap_ev="9.6 / 9.6" total_charge=+1
C -0.03 1.53 -1.12
N 0.12 0.30 -0.45
C 0.75 -0.06 0.82
C 0.14 -1.42 1.17
O -0.95 -1.63 0.25
N -1.00 -0.67 -0.63
O -1.78 -0.66 -1.51
H 0.89 2.14 -0.83
H -0.10 1.38 -2.28
H -0.92 2.10 -0.75
H 0.52 0.77 1.52
H 1.85 -0.23 0.59
H 0.76 -2.28 1.05
H -0.25 -1.28 2.16

***

No. 2
14
Properties=species:S:1:pos:R:3 method="wB97M-V/def2-TZVPD" orbital_gap_ev="7.1 / 8.1" total_charge=+1
C -0.70 1.62 -0.67
C 1.03 -1.46 0.78
C -0.53 0.39 0.17
N 3.36 1.52 0.90
N 0.65 -0.28 0.11
O 3.09 1.18 -0.11
O 1.52 0.31 -0.68
H -1.75 2.11 -0.47
H -0.55 1.53 -1.74
H 0.08 2.35 -0.31
H 1.37 -2.28 0.18
H 0.30 -1.83 1.46
H 1.99 -1.11 1.16
H -1.17 -0.10 0.91

***

No. 3
14
Properties=species:S:1:pos:R:3 method="wB97M-V/def2-TZVPD" orbital_gap_ev=11.9 total_charge=+1
C -0.39 -0.57 1.14
C 1.65 -0.92 -0.52
C -2.07 0.05 -0.67
N 1.28 1.13 0.56
N -1.22 -0.36 0.39
O 1.78 0.33 -0.50
O 1.07 -1.61 0.34
H 0.14 -0.80 2.11
H 2.03 -1.43 -1.38
H -1.64 -0.09 -1.74
H -2.17 1.07 -0.46
H -3.12 -0.26 -0.52
H 1.93 1.67 1.13
H 0.73 1.78 0.12

***

No. 4
14
Properties=species:S:1:pos:R:3 method="wB97M-V/def2-TZVPD" orbital_gap_ev="8.2 / 8.9" total_charge=+1
C -0.35 2.46 0.01
C -1.18 -0.56 2.07
C -0.23 -0.22 0.00
N 0.58 2.34 -0.71
N 1.11 -0.27 -0.60
O -1.12 2.36 0.87
O -0.23 -0.31 1.27
H -0.90 -0.50 3.10
H -2.24 -0.70 1.80
H -1.03 -0.69 -0.66
H 0.69 2.87 -1.63
H 1.54 -1.17 -0.56
H 1.60 0.42 -0.02
H 0.98 0.12 -1.57

***

No. 5
15
Properties=species:S:1:pos:R:3 method="wB97M-V/def2-TZVPD" orbital_gap_ev=8.5 total_charge=-1
C 0.07 0.54 1.88
N -0.70 -0.10 0.98
C -0.85 -1.53 1.11
O 0.60 0.01 2.86
H 0.15 1.62 1.69
H -0.65 0.28 0.00
H -0.84 -1.76 2.18
H -0.06 -2.09 0.61
H -1.83 -1.82 0.72
N 1.25 0.36 -1.87
C 0.16 1.27 -2.00
O 0.42 2.38 -2.48
O -0.95 0.82 -1.57
H 1.07 -0.62 -1.98
H 2.18 0.64 -2.11

***

No. 6
14
Properties=species:S:1:pos:R:3 method="wB97M-V/def2-TZVPD" orbital_gap_ev=9.4 total_charge=+1
C -0.89 1.16 0.11
C 1.27 0.26 0.02
C -2.32 0.75 -0.08
N 0.01 0.36 -0.18
N 1.32 -1.67 -0.15
O 2.08 0.35 1.01
S 2.88 0.64 -0.50
H -0.68 2.10 0.50
H -2.69 1.82 -0.07
H -2.47 0.34 -1.13
H -2.56 0.00 0.67
H 0.82 -2.29 -0.77
H 0.95 -1.97 0.81
H 2.30 -1.84 -0.24

***

No. 7
14
Properties=species:S:1:pos:R:3 method="wB97M-V/def2-TZVPD" orbital_gap_ev=9.4 total_charge=+1
C 0.18 -1.65 0.37
C 0.71 -1.92 -1.08
C -0.80 0.32 -0.56
N -0.62 -0.52 0.46
N 0.08 2.24 0.60
O 0.47 -2.26 1.34
Se -0.08 -0.36 -2.10
H 1.79 -1.93 -1.05
H 0.43 -2.91 -1.50
H -1.45 1.15 -0.44
H -1.04 -0.15 1.44
H 0.93 2.14 1.22
H -0.75 2.70 1.17
H 0.15 3.15 0.13

***

No. 8
13
Properties=species:S:1:pos:R:3 method="wB97M-V/def2-TZVPD" orbital_gap_ev="8.9 / 8.9" total_charge=+1
C 0.82 -1.45 1.50
N 0.23 -0.56 0.54
N 0.69 0.60 0.36
C 0.13 1.36 -0.70
C -1.15 0.58 -1.35
S -1.15 -1.03 -0.53
H 0.82 -2.52 1.29
H 0.21 -1.17 2.49
H 1.89 -1.15 1.53
H 1.01 1.49 -1.33
H -0.16 2.33 -0.36
H -1.97 1.03 -0.97
H -1.36 0.50 -2.47

***

No. 9
13
Properties=species:S:1:pos:R:3 method="wB97M-V/def2-TZVPD" orbital_gap_ev=7.8 total_charge=+1
C 1.10 -0.91 0.07
C -2.51 -0.88 -0.06
C 2.31 1.58 -0.24
N -1.18 -0.62 -0.42
N -0.19 -0.75 0.31
S 2.52 -0.26 -0.17
H -2.69 -1.44 0.80
H -3.18 0.12 0.17
H -2.98 -1.43 -0.93
H 1.39 1.95 -0.72
H 3.22 1.78 -0.81
H 2.63 2.00 0.73
H -0.43 -1.14 1.26

***

No. 10
13
Properties=species:S:1:pos:R:3 method="wB97M-V/def2-TZVPD" s_squared=2.0094 orbital_gap_ev="6.4 / 6.9" total_charge=+1 spin_multiplicity=3
C 0.84 -1.18 0.44
C 1.79 -0.25 -0.34
C -1.98 1.04 -0.11
N -0.57 -0.71 0.41
N -0.75 0.41 -0.02
S 0.87 1.30 -0.50
H 0.76 -2.26 -0.07
H 1.26 -1.45 1.54
H 2.69 -0.05 0.18
H 2.16 -0.55 -1.39
H -2.38 1.49 0.82
H -2.80 0.30 -0.28
H -1.89 1.91 -0.67

***

No. 11
13
Properties=species:S:1:pos:R:3 method="wB97M-V/def2-TZVPD" orbital_gap_ev=10.8 total_charge=0
N 2.76 1.15 -0.84
C 1.82 0.72 -0.32
C 0.66 0.07 0.31
N 0.82 -1.33 -0.08
C -0.66 0.68 -0.24
N -1.79 0.00 0.38
H 0.68 0.30 1.39
H 0.03 -1.90 0.18
H 1.64 -1.77 0.32
H -0.71 1.75 0.04
H -0.64 0.64 -1.33
H -2.63 0.55 0.34
H -1.99 -0.85 -0.13

***

No. 12
13
Properties=species:S:1:pos:R:3 method="wB97M-V/def2-TZVPD" orbital_gap_ev=9.9 total_charge=0
H 1.52 1.97 0.33
N 0.62 1.46 -0.19
C 0.72 0.17 -0.30
N 1.82 -0.67 -0.20
C -0.58 -0.52 -0.62
C -1.45 -0.21 0.64
N -1.80 0.12 -0.74
H 2.73 -0.24 0.19
H 1.86 -1.64 0.22
H -0.58 -1.62 -0.88
H -2.22 -0.74 1.40
H -1.05 0.78 1.15
H -1.57 1.16 -0.99

***

Values for electronic energy, eV, ordered as above
-10287.694 -10286.368 -10288.413 -10288.758 -12349.886 -19076.522 -73590.272 -17030.587 -17027.776 -17027.256 -7694.249 -7691.909
Values for ΔE to the lowest compared entry with this formula, charge and spin, eV, ordered as above
5.117 6.443 4.397 4.053 1.027 4.775 1.698 2.984 5.794 3.085 0.430 2.770